No. 1
{"formula": "C4H8BrNO", "method": "ωB97M-V with the def2-TZVPD basis set", "symbols": ["C", "C", "C", "C", "N", "O", "H", "H", "H", "H", "H", "H", "H", "Br", "H"], "xyz": [[0.1536, 1.2070, 1.1829], [0.2584, 0.3148, 0.2138], [1.6352, -0.1960, -0.2050], [-0.7734, -0.1716, -0.7568], [-0.5617, 0.0492, -2.0238], [-1.6288, -0.9554, -0.3255], [-0.7681, 1.5039, 1.6425], [1.0479, 1.3094, 1.8993], [2.1462, -0.2269, 0.7787], [1.2945, -1.1267, -0.7077], [2.1312, 0.5808, -0.8320], [0.1885, 0.6401, -2.3093], [-0.8634, -0.4268, -2.8916], [-2.2098, -1.2706, 2.8295], [-2.0502, -1.2313, 1.5049]], "mulliken_charge": [-0.829, 0.617, -1.182, 0.359, -0.351, -0.652, 0.360, 0.221, 0.368, 0.376, 0.259, 0.224, 0.240, -0.302, 0.290], "total_charge": 0, "smiles": "C=C(C)C(N)=O.Br", "gap_ev": 10.41, "relative_energy_kj_mol": 126.8, "e_homo_ev": -9.8}



No. 2
{"formula": "C34H30F3N2OsS2Sb", "method": "ωB97M-V with the def2-TZVPD basis set", "symbols": ["Os", "C", "N", "C", "C", "N", "C", "C", "C", "C", "C", "C", "C", "S", "C", "C", "C", "C", "C", "C", "S", "H", "H", "H", "H", "H", "H", "H", "H", "H", "H", "H", "H", "H", "H", "H", "H", "H", "H", "F", "C", "C", "C", "C", "C", "C", "Sb", "C", "C", "C", "C", "F", "C", "C", "C", "C", "C", "C", "F", "C", "C", "H", "H", "H", "H", "H", "H", "H", "H", "H", "H", "H", "H"], "xyz": [[0.2666, 0.9685, -1.1080], [1.0105, 1.4691, -3.8701], [1.1086, 0.2703, -2.9552], [0.2241, -0.8183, -3.4581], [-1.2231, -0.5005, -3.1394], [-1.4299, -0.3262, -1.6628], [-1.3747, -1.6556, -0.9967], [-2.7434, 0.3087, -1.4393], [-3.9339, -0.3883, -1.5306], [-5.1353, 0.2928, -1.3527], [-5.1533, 1.6582, -1.1000], [-3.9595, 2.3557, -1.0087], [-2.7624, 1.6675, -1.1632], [-1.2089, 2.4848, -1.0441], [2.5352, -0.0680, -2.9151], [3.1482, -0.8224, -3.8929], [4.5307, -0.9891, -3.8445], [5.2783, -0.3810, -2.8482], [4.6509, 0.3816, -1.8672], [3.2736, 0.5294, -1.9001], [2.4335, 1.3303, -0.5518], [1.3905, 1.1828, -4.8515], [1.6227, 2.2718, -3.4667], [-0.0202, 1.8016, -3.9565], [0.5441, -1.7473, -2.9858], [0.3315, -0.9351, -4.5390], [-1.8685, -1.3020, -3.5082], [-1.5449, 0.4219, -3.6221], [-2.0188, -2.3708, -1.5089], [-1.7084, -1.5511, 0.0321], [-0.3525, -2.0293, -1.0076], [-3.9562, -1.4473, -1.7472], [-6.0657, -0.2535, -1.4267], [-6.0944, 2.1749, -0.9742], [-3.9485, 3.4202, -0.8098], [2.5822, -1.2826, -4.6924], [5.0188, -1.5927, -4.5969], [6.3519, -0.5055, -2.8247], [5.2266, 0.8423, -1.0751], [3.0833, -5.1000, 2.0901], [2.4307, -3.9509, 1.9447], [1.6738, -3.4763, 3.0013], [0.9940, -2.2801, 2.8436], [1.0712, -1.5830, 1.6366], [1.8569, -2.0771, 0.5955], [2.5420, -3.2726, 0.7441], [0.1415, 0.2743, 1.4347], [1.1477, 1.5446, 2.7426], [2.4962, 1.3006, 3.0040], [3.1852, 2.1128, 3.8876], [2.5072, 3.1584, 4.4891], [3.1678, 3.9414, 5.3361], [1.1691, 3.4187, 4.2513], [0.4857, 2.6000, 3.3689], [-1.8397, 0.1187, 2.0866], [-2.6223, 1.2714, 2.1539], [-3.9462, 1.1951, 2.5533], [-4.4707, -0.0479, 2.8600], [-5.7475, -0.1277, 3.2251], [-3.7226, -1.2094, 2.7952], [-2.3962, -1.1204, 2.4033], [1.6349, -4.0355, 3.9260], [0.4264, -1.8905, 3.6800], [1.9546, -1.5317, -0.3357], [3.1620, -3.6790, -0.0432], [3.0121, 0.4722, 2.5340], [4.2278, 1.9479, 4.1209], [0.6847, 4.2414, 4.7583], [-0.5657, 2.7871, 3.1944], [-2.2119, 2.2422, 1.8988], [-4.5719, 2.0738, 2.6300], [-4.1772, -2.1561, 3.0529], [-1.8088, -2.0283, 2.3462]], "mulliken_charge": [1.866, -1.163, 0.380, -0.844, -1.022, 0.426, -1.274, -0.204, -0.428, -0.942, -0.719, -0.643, 0.849, -0.217, -0.239, -0.436, -0.918, -0.721, -0.595, 0.745, -0.443, 0.398, 0.356, 0.462, 0.426, 0.595, 0.502, 0.482, 0.550, 0.303, 0.150, 0.436, 0.463, 0.481, 0.510, 0.424, 0.462, 0.449, 0.495, -0.309, 0.115, -0.714, -0.535, 0.549, -0.224, -0.720, 1.091, 0.621, -0.434, -0.697, 0.205, -0.297, -0.752, -0.314, 0.956, -0.756, -1.089, 0.185, -0.328, -0.752, -0.460, 0.500, 0.543, 0.028, 0.539, 0.437, 0.481, 0.494, 0.224, 0.534, 0.517, 0.512, 0.449], "total_charge": 2, "gap_ev": 6.37, "relative_energy_kj_mol": 0.0, "e_homo_ev": -14.0}



No. 3
{"formula": "C4H2O6Sn", "method": "ωB97M-V with the def2-TZVPD basis set", "symbols": ["O", "C", "O", "Sn", "O", "H", "O", "O", "O", "C", "C", "C", "H"], "xyz": [[-2.8718, -1.2554, 0.7209], [-2.0426, -0.5169, 0.1686], [-2.3352, 0.2708, -0.7397], [-4.3254, -0.4312, -0.2957], [-0.6370, -0.3446, 0.7655], [-0.0722, 1.4048, -0.1205], [2.8995, 0.5388, -1.3401], [2.3707, -0.6606, 0.3086], [0.8719, -0.3076, -1.2201], [0.3213, 0.4196, 0.1684], [1.6550, 0.3901, 0.8544], [2.1674, -0.4034, -1.0223], [1.9984, 0.8956, 1.7520]], "mulliken_charge": [-0.460, 0.817, -0.485, 1.173, -0.222, 0.361, -0.431, -0.318, -0.434, 0.539, -0.723, 0.815, 0.367], "s2": 0.754, "total_charge": 1, "multiplicity": 2, "gap_ev": [4.57, 6.33], "e_homo_ev": [-11.6, -13.4]}



No. 4
{"formula": "C28H23F3O4S2", "method": "ωB97M-V with the def2-TZVPD basis set", "symbols": ["C", "C", "C", "F", "C", "C", "C", "C", "C", "C", "F", "C", "C", "C", "C", "C", "C", "H", "H", "H", "H", "H", "H", "H", "H", "H", "H", "H", "H", "H", "F", "C", "S", "C", "C", "C", "C", "C", "C", "O", "O", "S", "C", "C", "C", "C", "C", "C", "O", "O", "H", "H", "H", "H", "H", "H", "H", "H", "H", "H"], "xyz": [[5.1862, 1.6210, 1.9701], [3.8043, 1.0874, 1.9803], [2.7187, 1.9596, 2.0030], [2.9848, 3.3072, 1.9791], [1.4022, 1.5515, 2.0449], [1.0991, 0.1539, 2.0432], [-0.1972, -0.4254, 2.0858], [-1.4856, 0.1606, 1.9700], [-1.7720, 1.5574, 1.8490], [-3.0828, 1.9854, 1.8914], [-3.3319, 3.3362, 1.8789], [-4.1783, 1.1273, 1.9449], [-5.5540, 1.6765, 1.9739], [-3.9088, -0.2508, 1.9627], [-2.6125, -0.7238, 1.9882], [2.2154, -0.7417, 2.0218], [3.5167, -0.2870, 1.9736], [5.8994, 0.7943, 1.9729], [5.3828, 2.2346, 1.0835], [5.3895, 2.2436, 2.8491], [0.6185, 2.2951, 2.1003], [-0.2025, -1.5102, 2.2233], [-0.9804, 2.2857, 1.7358], [-6.2759, 0.8574, 1.9904], [-5.7299, 2.2954, 2.8615], [-5.7656, 2.2979, 1.0963], [-4.7498, -0.9449, 1.9701], [-2.4193, -1.7968, 2.0232], [2.0093, -1.8110, 2.0528], [4.3445, -0.9960, 1.9320], [1.1058, -6.0712, 6.1896], [0.4453, -5.5256, 5.1603], [-1.1785, -6.2401, 4.8810], [-2.3551, -5.3717, 5.9432], [-3.0980, -4.3121, 5.4177], [-3.9474, -3.5895, 6.2565], [-4.0635, -3.9382, 7.6056], [-3.3259, -5.0104, 8.1183], [-2.4811, -5.7435, 7.2831], [-1.5809, -5.9228, 3.5295], [-1.0997, -7.6062, 5.3507], [0.6599, -3.7778, 5.0110], [2.3222, -3.5823, 5.6411], [2.5410, -3.3856, 7.0077], [3.8526, -3.3340, 7.4808], [4.9247, -3.4908, 6.5970], [4.6884, -3.7132, 5.2373], [3.3818, -3.7660, 4.7545], [0.6509, -3.4030, 3.6058], [-0.1994, -3.0859, 5.9580], [-3.0070, -4.0615, 4.3616], [-4.5057, -2.7459, 5.8466], [-4.7202, -3.3644, 8.2615], [-3.3971, -5.2793, 9.1730], [-1.9122, -6.5932, 7.6594], [1.6924, -3.2812, 7.6820], [4.0265, -3.1769, 8.5454], [5.9488, -3.4465, 6.9701], [5.5120, -3.8539, 4.5388], [3.1616, -3.9587, 3.7058]], "mulliken_charge": [-1.460, 0.958, 0.180, -0.333, -0.854, 0.989, 0.132, 0.787, -0.845, 0.224, -0.333, 1.002, -1.442, -0.621, -0.832, -0.672, -0.576, 0.383, 0.326, 0.326, 0.451, 0.244, 0.478, 0.384, 0.326, 0.318, 0.345, 0.460, 0.307, 0.330, -0.269, -0.205, 1.152, 0.134, -0.176, -0.464, -0.448, -0.497, -0.481, -0.659, -0.701, 1.304, 0.034, -0.218, -0.607, -0.324, -0.777, -0.349, -0.653, -0.687, 0.412, 0.348, 0.352, 0.366, 0.402, 0.441, 0.371, 0.369, 0.390, 0.455], "total_charge": 0, "gap_ev": 2.19, "e_homo_ev": -5.9}



No. 5
{"formula": "C4H5N2", "method": "ωB97M-V with the def2-TZVPD basis set", "symbols": ["C", "C", "N", "C", "C", "N", "H", "H", "H", "H", "H"], "xyz": [[0.9794, -1.7246, 0.1270], [0.6757, -0.5015, -0.0030], [0.2411, 0.6540, 0.0669], [-1.1874, 1.0580, 0.1196], [-2.0607, -0.1293, -0.0646], [-2.5828, -1.1353, -0.0057], [1.2169, -2.2302, 1.1340], [1.2744, -2.3401, -0.8545], [0.9838, 1.3016, -0.1110], [-1.3559, 1.8042, -0.7437], [-1.4748, 1.3594, 1.2533]], "mulliken_charge": [-0.501, 0.420, -0.085, -0.142, 0.067, -0.260, 0.296, 0.270, 0.325, 0.317, 0.292], "total_charge": 1, "smiles": "C=C=[NH+]CC#N", "gap_ev": 11.45, "relative_energy_kj_mol": 180.2, "e_homo_ev": -16.6}